Formula: C3H10O3P2
Source: the OMol25 dataset
Level of theory: the ωB97M-V functional and the def2-TZVPD basis

Positions of all 18 atoms, in Å:
C (2.734270, -1.214405, -0.800389)
C (-1.403140, 1.494079, -0.990838)
C (-2.177971, -0.128765, 1.456162)
O (1.573680, 1.172024, -0.280994)
O (-2.110334, -1.300665, -1.097639)
O (0.440936, -0.943923, 0.633488)
P (1.668169, -0.164283, 0.322807)
P (-1.742668, -0.152067, -0.255838)
H (3.680961, -0.872653, -0.917614)
H (2.854960, -2.313949, -0.670320)
H (2.170191, -1.019638, -1.669815)
H (-0.642077, 2.156807, -0.521665)
H (-1.175564, 1.441341, -2.055427)
H (-2.430567, 1.933286, -0.913148)
H (-2.824175, 0.692393, 1.566052)
H (-2.660759, -1.098319, 1.699816)
H (-1.202045, 0.196216, 1.857617)
H (2.412736, -0.014406, 1.555339)

Forces on atoms 1 to 3 (eV/Å):
-2.6 -1.4 1.8
-0.8 0.1 0.4
0.7 -0.4 -0.8

Its frontier orbital gap is 0.310 hartree. Its charge is 0. The HOMO energy is -9.11 eV. The calculation puts the electronic energy at -27993.7053 eV. The calculation puts the molar mass at 156.1 g/mol. The value obtained for the energy above the lowest of the compared OMol25 structures with the same formula, charge and spin is 75.7 kcal/mol.

=====

Formula: C3H10O4
Source: the OMol25 dataset
Level of theory: the ωB97M-V functional and the def2-TZVPD basis

Positions of all 17 atoms, in Å:
C (-0.428829, 1.963374, 1.029864)
C (0.752943, 1.224442, 0.396776)
C (0.256617, 0.213488, -0.676454)
O (-0.128782, -0.878226, -0.321182)
O (0.226524, 0.570666, -1.972196)
H (-0.128663, 2.546612, 1.921479)
H (-1.084311, 2.483948, 0.331557)
H (-0.973429, 1.145900, 1.524085)
H (1.332135, 0.637584, 1.099348)
H (1.458264, 1.860682, -0.156970)
H (-0.486730, -0.014267, -2.322084)
O (-1.862774, -1.214938, -2.629486)
H (-1.451087, -1.974412, -2.216687)
H (-2.728546, -1.400761, -2.955417)
O (1.550414, -1.271179, 3.926632)
H (1.456386, -2.206243, 4.147798)
H (0.720559, -1.003472, 3.522976)

Forces on atoms 1 to 3 (eV/Å):
0.3 -1.3 1.3
0.4 0.2 -2.4
0.0 -0.2 1.4

Its frontier orbital gap is 0.392 hartree. The SMILES is CCC(=O)O.O.O. Its charge is 0. The HOMO energy is -10.09 eV. The calculation puts the electronic energy at -11463.4667 eV. The calculation puts the molar mass at 110.1 g/mol. The value obtained for the energy above the lowest of the compared OMol25 structures with the same formula, charge and spin is 6.5 kcal/mol.

=====

Formula: C3H10O4S
Source: the OMol25 dataset
Level of theory: the ωB97M-V functional and the def2-TZVPD basis

Positions of all 18 atoms, in Å:
O (-0.706493, -1.633529, 1.142812)
C (0.154408, -1.368994, 0.380761)
O (1.458162, -1.630171, 0.851325)
C (0.165763, -0.665899, -0.926113)
C (-0.081448, 0.775007, -0.451170)
S (-0.336482, 1.772318, -1.983476)
H (1.337917, -2.097369, 1.761455)
H (1.209506, -0.735831, -1.400727)
H (-0.699936, -1.159528, -1.432684)
H (0.725545, 1.296335, 0.052426)
H (-1.060338, 0.838891, -0.020936)
H (-0.350686, 3.006769, -1.452164)
O (2.507452, 0.886303, 1.494448)
H (2.084207, 0.145471, 1.157089)
H (3.343096, 0.663704, 1.437552)
O (-2.964655, -0.354313, 0.920019)
H (-2.653168, -0.005093, 1.752905)
H (-2.340492, -0.897443, 0.590988)

Forces on atoms 1 to 3 (eV/Å):
-2.0 -0.5 0.1
3.9 -0.9 1.4
-0.8 -1.0 1.1

Its frontier orbital gap is 0.354 hartree. The SMILES is O=C(O)CCS.O.O. Its charge is 0. The HOMO energy is -9.25 eV. The calculation puts the electronic energy at -22297.5036 eV. The calculation puts the molar mass at 142.2 g/mol. The value obtained for the energy above the lowest of the compared OMol25 structures with the same formula, charge and spin is 29.3 kcal/mol.

=====

Formula: C3H10O5
Source: the OMol25 dataset
Level of theory: the ωB97M-V functional and the def2-TZVPD basis

Positions of all 18 atoms, in Å:
O (1.560444, 1.231352, -1.532358)
C (0.406109, 1.388287, -1.366131)
O (-0.358765, 2.153623, -2.173433)
C (-0.532733, 0.898527, -0.227529)
C (0.042620, 1.265149, 1.148243)
O (-0.694745, 0.578840, 2.109749)
H (0.199211, 2.717344, -2.707385)
H (-0.967174, -0.088105, -0.412793)
H (-1.452442, 1.467038, -0.410771)
H (-0.068846, 2.351557, 1.270687)
H (1.043966, 0.831082, 1.347223)
H (-1.613470, 0.374441, 1.904156)
H (1.885273, -0.894611, -0.395764)
H (1.226141, -1.834699, 0.601088)
O (1.934171, -1.211058, 0.504546)
H (-1.393558, -3.405126, -0.361994)
H (-0.678731, -4.054577, 0.796126)
O (-0.537477, -3.769066, -0.093668)

Forces on atoms 1 to 3 (eV/Å):
1.3 -0.8 0.6
-1.9 1.0 -0.6
-0.4 -0.3 0.8

Its frontier orbital gap (alpha / beta) is 0.420 / 0.169 hartree. Its charge is +1. The HOMO energy (alpha / beta) is -15.12 / -15.12 eV. As for the expectation value of S²: 0.76. As for the multiplicity: 2. The calculation puts the electronic energy at -13499.7665 eV. The calculation puts the molar mass at 126.1 g/mol. The value obtained for the energy above the lowest of the compared OMol25 structures with the same formula, charge and spin is 1.6 kcal/mol.

=====

Formula: C3H10OP2
Source: the OMol25 dataset
Level of theory: the ωB97M-V functional and the def2-TZVPD basis

Positions of all 16 atoms, in Å:
C (0.242275, -2.241257, 1.448646)
C (0.943850, 1.635885, -1.317282)
C (-0.868278, -1.329814, -0.350507)
O (-0.985159, -1.969646, 0.846449)
P (-1.563736, 1.979576, 0.091653)
P (0.403442, 1.214650, 0.364384)
H (0.881861, -2.860557, 0.809848)
H (0.032147, -2.663066, 2.335286)
H (0.983274, -1.242894, 1.454007)
H (1.495190, 0.831326, -1.536487)
H (1.478159, 2.463537, -1.131064)
H (0.112696, 1.780733, -1.910612)
H (-0.266816, -1.833308, -1.152916)
H (-1.742096, -0.637386, -0.625425)
H (-1.894272, 1.259394, 1.295852)
H (-1.595410, 3.286185, 0.807635)

Forces on atoms 1 to 3 (eV/Å):
3.4 3.2 -3.5
-2.0 -0.6 2.1
-0.6 1.7 -0.1

Its frontier orbital gap (alpha / beta) is 0.268 / 0.291 hartree. Its charge is 0. The HOMO energy (alpha / beta) is -7.70 / -7.65 eV. The calculation puts the electronic energy at -23893.1740 eV. The calculation puts the molar mass at 124.1 g/mol. The value obtained for the energy above the lowest of the compared OMol25 structures with the same formula, charge and spin is 112.0 kcal/mol.

=====

Formula: C3H10OS
Source: the OMol25 dataset
Level of theory: the ωB97M-V functional and the def2-TZVPD basis

Positions of all 15 atoms, in Å:
C (-1.440184, -1.054260, 0.733818)
C (-0.811387, 0.285733, 1.019020)
C (0.494928, 0.491659, 0.238624)
S (1.742245, 1.517485, 1.084767)
H (-2.379672, -1.125551, 1.276155)
H (-0.958255, -1.939411, 1.176481)
H (-1.640497, -1.305367, -0.310824)
H (-1.502668, 1.117756, 1.049187)
H (-0.349572, 0.216756, 2.047039)
H (0.108154, 1.046332, -0.634090)
H (0.933284, -0.449962, -0.044703)
H (2.919825, 0.858735, 0.968031)
O (0.960843, -0.150805, -3.121005)
H (1.608333, 0.553143, -3.080575)
H (0.314623, -0.062243, -2.401924)

Forces on atoms 1 to 3 (eV/Å):
-1.0 -1.0 0.4
2.6 -1.2 2.6
-1.1 1.1 -1.1

Its frontier orbital gap is 0.369 hartree. The SMILES is CCCS.O. Its charge is 0. The HOMO energy is -9.23 eV. The calculation puts the electronic energy at -16155.1848 eV. The calculation puts the molar mass at 94.2 g/mol. The value obtained for the energy above the lowest of the compared OMol25 structures with the same formula, charge and spin is 15.7 kcal/mol.

=====

Formula: C3H10OS
Source: the OMol25 dataset
Level of theory: the ωB97M-V functional and the def2-TZVPD basis

Positions of all 15 atoms, in Å:
C (-1.292934, 1.049618, 1.911844)
C (-1.067852, 0.340756, 0.563961)
C (0.231930, -0.500552, 0.528670)
S (1.751259, 0.104669, -0.156364)
H (-2.249571, 1.517006, 1.963996)
H (-0.568634, 1.763912, 1.933066)
H (-1.191312, 0.366245, 2.743618)
H (-2.013002, -0.356560, 0.476432)
H (-1.472856, 0.825486, -0.448001)
H (-0.015514, -1.704532, 0.247360)
H (0.543658, -0.612114, 1.620661)
H (2.030804, -0.722867, -1.231310)
O (-1.159730, -0.799044, -2.283218)
H (-0.525360, -1.281063, -2.914119)
H (-0.507380, -0.416807, -1.650987)

Forces on atoms 1 to 3 (eV/Å):
-0.6 -1.4 -1.6
-4.0 -1.7 -2.0
-1.3 -3.8 1.7

Its frontier orbital gap is 0.362 hartree. The SMILES is CCCS.O. Its charge is 0. The HOMO energy is -9.30 eV. The calculation puts the electronic energy at -16154.1199 eV. The calculation puts the molar mass at 94.2 g/mol. The value obtained for the energy above the lowest of the compared OMol25 structures with the same formula, charge and spin is 40.3 kcal/mol.

=====

Formula: C3H10OS2
Source: the OMol25 dataset
Level of theory: the ωB97M-V functional and the def2-TZVPD basis

Positions of all 16 atoms, in Å:
C (-1.883931, -0.864295, -1.092441)
C (-1.023329, -1.657913, -0.111627)
C (-1.262143, -1.123284, 1.303686)
S (-0.122779, -1.665994, 2.622281)
S (1.087693, -0.075078, 2.888460)
H (-2.918098, -1.143749, -1.205862)
H (-1.775751, 0.207621, -0.911575)
H (-1.442111, -1.216713, -2.060728)
H (0.049849, -1.699195, -0.310313)
H (-1.269343, -2.739393, -0.208041)
H (-2.227662, -1.397030, 1.767700)
H (-1.246910, -0.037811, 1.346933)
H (0.308386, 0.953815, 2.556360)
O (4.455008, 3.840635, -2.265779)
H (5.268430, 3.977604, -1.752273)
H (4.002692, 4.640781, -2.566781)

Forces on atoms 1 to 3 (eV/Å):
1.8 -0.9 -1.5
-0.9 -0.9 1.1
-0.2 -0.6 0.7

Its frontier orbital gap is 0.319 hartree. The SMILES is CCCSS.O. Its charge is 0. The HOMO energy is -8.02 eV. The calculation puts the electronic energy at -26990.4251 eV. The calculation puts the molar mass at 126.2 g/mol. The value obtained for the energy above the lowest of the compared OMol25 structures with the same formula, charge and spin is 19.9 kcal/mol.

=====

Formula: C3H10OS2
Source: the OMol25 dataset
Level of theory: the ωB97M-V functional and the def2-TZVPD basis

Positions of all 16 atoms, in Å:
C (1.493325, -2.919217, 1.371290)
C (2.215688, -1.828459, 2.238902)
O (3.521159, -2.135872, 2.707854)
H (1.000011, -3.589417, 2.052257)
H (2.281748, -3.439696, 0.695697)
H (0.913358, -2.430598, 0.602402)
H (2.055798, -0.882538, 1.678927)
H (1.523760, -1.698118, 3.049854)
H (3.248914, -2.843614, 3.308114)
C (-2.130143, 3.843820, -1.917837)
S (-2.692950, 2.099824, -2.121302)
S (-3.837567, 2.270395, -3.832395)
H (-3.028310, 4.453649, -2.051027)
H (-1.827245, 4.127356, -0.905751)
H (-1.286417, 3.881838, -2.569477)
H (-3.451129, 1.090646, -4.307509)

Forces on atoms 1 to 3 (eV/Å):
3.3 0.1 -1.1
-1.9 0.4 -1.6
-1.2 -0.1 -0.2

Its frontier orbital gap is 0.324 hartree. The SMILES is CCO.CSS. Its charge is 0. The HOMO energy is -8.34 eV. The calculation puts the electronic energy at -26989.6969 eV. The calculation puts the molar mass at 126.2 g/mol. The value obtained for the energy above the lowest of the compared OMol25 structures with the same formula, charge and spin is 36.7 kcal/mol.

=====

Formula: C3H10OS2
Source: the OMol25 dataset
Level of theory: the ωB97M-V functional and the def2-TZVPD basis

Positions of all 16 atoms, in Å:
C (-0.396063, -1.595241, -1.401535)
C (0.578957, -0.502951, -1.078726)
C (0.821429, -0.168715, 0.409392)
S (0.827642, 1.436295, 1.203393)
S (0.648370, 1.043027, 3.332045)
H (-0.053704, -2.510677, -0.939430)
H (-0.388363, -1.749302, -2.457274)
H (-1.414751, -1.425739, -1.120253)
H (1.576906, -0.677021, -1.608620)
H (0.373178, 0.484136, -1.532774)
H (0.099332, -0.744712, 1.042394)
H (1.772978, -0.548552, 0.780719)
H (1.652548, 0.107380, 3.498898)
O (-1.995177, 2.067548, -0.414351)
H (-1.330317, 2.589718, 0.113035)
H (-2.772966, 2.194805, 0.173088)

Forces on atoms 1 to 3 (eV/Å):
0.5 -0.1 0.3
2.0 2.8 -0.6
-0.4 -2.8 2.0

Its frontier orbital gap is 0.322 hartree. The SMILES is CCCSS.O. Its charge is 0. The HOMO energy is -8.67 eV. The calculation puts the electronic energy at -26990.3315 eV. The calculation puts the molar mass at 126.2 g/mol. The value obtained for the energy above the lowest of the compared OMol25 structures with the same formula, charge and spin is 22.1 kcal/mol.

=====

Formula: C3H10OS2
Source: the OMol25 dataset
Level of theory: the ωB97M-V functional and the def2-TZVPD basis

Positions of all 16 atoms, in Å:
C (-0.505724, 0.859149, -2.546028)
S (0.366885, -0.175106, -1.260814)
C (-1.002963, -0.982501, -0.359737)
S (-2.035552, 0.063711, 0.625236)
C (-0.838551, 0.893028, 1.724500)
H (-1.110636, 0.125235, -3.104656)
H (0.169974, 1.369151, -3.253099)
H (-1.182772, 1.608992, -2.103370)
H (-1.614106, -1.522439, -1.108348)
H (-0.625046, -1.727412, 0.366717)
H (-1.374399, 1.818925, 1.993190)
H (0.123897, 1.165769, 1.259841)
H (-0.635023, 0.323954, 2.647179)
O (3.579618, -1.387483, 1.355915)
H (4.033472, -0.934014, 2.101988)
H (2.650928, -1.498957, 1.661484)

Forces on atoms 1 to 3 (eV/Å):
-0.8 -0.8 0.3
0.2 0.5 -0.3
0.3 -0.6 -0.5

Its frontier orbital gap is 0.337 hartree. The SMILES is CSCSC.O. Its charge is 0. The HOMO energy is -8.58 eV. The calculation puts the electronic energy at -26990.6194 eV. The calculation puts the molar mass at 126.2 g/mol. The value obtained for the energy above the lowest of the compared OMol25 structures with the same formula, charge and spin is 15.5 kcal/mol.

=====

Formula: C3H10S
Source: the OMol25 dataset
Level of theory: the ωB97M-V functional and the def2-TZVPD basis

Positions of all 14 atoms, in Å:
C (4.431124, 1.271632, 2.305778)
C (3.237878, 2.239248, 2.276857)
H (4.238938, 0.225762, 2.545001)
H (5.342637, 1.641804, 2.880608)
H (4.811550, 1.187828, 1.230884)
H (2.995147, 2.699130, 3.257365)
H (3.579520, 3.193508, 1.693758)
H (2.411694, 1.809470, 1.754594)
C (-5.227155, -2.492090, -2.454702)
S (-5.272005, -2.634870, -4.313301)
H (-6.104125, -2.022159, -2.132258)
H (-5.233006, -3.551304, -2.139442)
H (-4.255254, -2.156152, -1.982008)
H (-4.956947, -1.411809, -4.923128)

Forces on atoms 1 to 3 (eV/Å):
1.7 0.4 -1.5
2.0 2.4 0.0
-0.3 0.2 0.5

Its frontier orbital gap is 0.374 hartree. The SMILES is CC.CS. Its charge is 0. The HOMO energy is -9.14 eV. The calculation puts the electronic energy at -14107.4287 eV. The calculation puts the molar mass at 78.2 g/mol. The value obtained for the energy above the lowest of the compared OMol25 structures with the same formula, charge and spin is 20.9 kcal/mol.